Record 1
The following is a quantum chemistry calculation of a structure of composition C47H47BGeN7PdS2, from OMol25.

The geometry in ORCA input format:
```
! RIJCOSX wB97M-V def2-TZVPD def2/J DEFGRID3
* xyz -1 1
Pd -0.622 -0.389 -1.191
N -1.997 -0.339 -5.189
C -1.207 -1.423 -5.539
C -0.658 -1.834 -6.750
C 0.109 -2.983 -6.715
C 0.323 -3.695 -5.523
C -0.223 -3.280 -4.325
C -0.999 -2.123 -4.347
N -1.639 -1.473 -3.301
C -2.196 -0.427 -3.838
C -2.950 0.543 -3.050
C -3.773 1.528 -3.497
S -4.412 2.392 -2.169
C -3.539 1.378 -1.109
N -2.828 0.458 -1.680
H -2.238 0.439 -5.774
H -0.814 -1.285 -7.669
H 0.567 -3.339 -7.629
H 0.950 -4.577 -5.544
H -0.036 -3.790 -3.390
H -4.036 1.777 -4.513
H -3.575 1.519 -0.038
C -0.808 0.168 0.689
Ge -0.711 2.049 1.142
C 0.994 2.660 1.881
C 1.897 3.391 1.110
C 3.148 3.729 1.610
C 3.514 3.344 2.893
C 2.626 2.617 3.675
C 1.379 2.276 3.167
C -1.998 2.292 2.636
C -3.162 1.529 2.711
C -4.105 1.733 3.712
C -3.893 2.710 4.675
C -2.735 3.474 4.629
C -1.803 3.265 3.620
C -1.318 3.348 -0.212
C -1.976 4.494 0.245
C -2.401 5.483 -0.633
C -2.167 5.351 -1.995
C -1.513 4.222 -2.465
C -1.101 3.231 -1.585
H 1.643 3.678 0.095
H 3.841 4.277 0.984
H 4.492 3.603 3.280
H 2.908 2.306 4.674
H 0.693 1.706 3.789
H -3.314 0.730 1.992
H -5.000 1.122 3.744
H -4.623 2.870 5.460
H -2.557 4.235 5.379
H -0.902 3.870 3.602
H -2.170 4.623 1.304
H -2.905 6.362 -0.249
H -2.481 6.128 -2.681
H -1.301 4.113 -3.523
H -0.578 2.370 -1.972
C 4.691 -1.286 -2.537
C 4.486 -1.885 -1.302
C 3.215 -2.261 -0.895
C 2.092 -2.049 -1.710
C 2.324 -1.442 -2.955
C 3.591 -1.065 -3.359
N 0.783 -2.290 -1.309
C 0.482 -3.388 -0.570
C 1.303 -4.536 -0.412
C 0.911 -5.613 0.368
C -0.312 -5.637 1.028
C -1.158 -4.542 0.851
C -0.783 -3.461 0.080
H 5.681 -0.974 -2.844
H 5.324 -2.048 -0.633
H 3.080 -2.707 0.082
H 1.469 -1.227 -3.585
H 3.717 -0.563 -4.310
H 2.257 -4.580 -0.920
H 1.585 -6.460 0.453
H -0.605 -6.482 1.638
H -2.136 -4.530 1.325
H -1.459 -2.621 -0.038
C -1.993 -1.609 2.958
N -0.734 -1.291 3.603
C -0.713 -1.430 5.044
C 0.404 -1.233 2.871
S 0.584 -0.681 1.311
N 1.551 -1.726 3.491
C 1.515 -3.179 3.673
C 2.862 -1.258 3.052
H -2.161 -2.692 2.983
H -1.975 -1.264 1.920
H -2.804 -1.108 3.486
H -1.526 -0.830 5.458
H 0.236 -1.080 5.439
H -0.865 -2.470 5.356
H 0.544 -3.493 4.050
H 2.281 -3.469 4.394
H 1.696 -3.696 2.722
H 2.840 -0.182 2.899
H 3.191 -1.735 2.124
H 3.579 -1.498 3.841
B 2.835 2.881 -2.536
C 1.946 1.777 -1.822
N 1.251 1.037 -1.268
H 2.982 2.563 -3.700
H 2.221 3.932 -2.443
H 3.900 2.945 -1.955
*
```

Max |F| = 0.01088 Eh/bohr
Electronic energy = -142274.0090 eV
Relative energy (zero: lowest compared OMol25 entry of this formula, charge and spin) = 399.1 kJ/mol
Highest occupied orbital energy (alpha / beta) = -3.5 / -3.5 eV

---

Record 2
The following is a quantum chemistry calculation of the ion CH3IN5 with charge +1, from OMol25.

The geometry in ORCA input format:
```
! RIJCOSX wB97M-V def2-TZVPD def2/J DEFGRID3
* xyz 1 1
C 1.163 0.817 1.016
N -0.005 1.152 0.359
N 1.528 -0.411 0.857
N -0.522 0.191 -0.251
N 0.886 -1.166 0.053
N -1.425 0.241 -1.188
I 0.626 -3.129 0.103
H 1.532 1.578 1.764
H -1.683 1.175 -1.271
H -2.101 -0.448 -1.441
*
```

Max |F| = 0.07388 Eh/bohr
Electronic energy = -16624.3483 eV
Relative energy (zero: lowest compared OMol25 entry of this formula, charge and spin) = 102.6 kJ/mol
Highest occupied orbital energy = -13.9 eV

---

Record 3
The following is a quantum chemistry calculation of a cluster of 2 separate species, C4H10Br4Si2 in total, from OMol25.

The geometry in ORCA input format:
```
! RIJCOSX wB97M-V def2-TZVPD def2/J DEFGRID3
* xyz 0 1
C 0.610 2.341 -0.947
C 0.006 0.456 1.602
C 0.301 0.841 -0.861
C -0.774 0.625 0.209
Si -1.934 -0.792 -0.305
Si 2.053 -2.419 0.276
Br -3.493 -1.006 1.288
Br -1.059 -2.863 -0.632
Br 1.507 -4.024 1.834
Br 2.623 -3.745 -1.484
H 0.889 2.496 0.127
H -0.403 2.573 -1.367
H 1.473 2.627 -1.585
H 0.878 -0.155 1.346
H 0.303 1.472 1.905
H -0.667 0.034 2.396
H 0.063 0.341 -1.817
H 1.125 0.280 -0.521
H -1.209 1.534 0.196
H -2.293 -0.615 -1.659
*
```

Max |F| = 0.08436 Eh/bohr
Electronic energy = -300238.4458 eV
Relative energy (zero: lowest compared OMol25 entry of this formula, charge and spin) = 40.5 kJ/mol
Highest occupied orbital energy = -9.3 eV

---

Record 4
The following is a quantum chemistry calculation of an isolated molecule of C5H11NS, from OMol25.

The geometry in ORCA input format:
```
! RIJCOSX wB97M-V def2-TZVPD def2/J DEFGRID3
* xyz 0 1
C 0.627 1.018 0.592
C 0.212 0.566 -0.740
C 0.324 -0.450 0.436
C -0.943 -0.985 1.039
C 1.432 -1.363 0.479
N -1.251 0.766 -1.315
S -1.388 2.262 -2.255
H 1.664 1.167 0.583
H -0.092 1.436 1.227
H 0.996 0.608 -1.466
H -0.946 -2.055 0.881
H -1.848 -0.414 0.706
H -0.740 -0.835 2.152
H 1.316 -2.108 -0.329
H 1.472 -1.818 1.443
H 2.417 -0.972 0.096
H -1.444 0.065 -2.136
H -1.806 3.113 -1.390
*
```

Max |F| = 0.07090 Eh/bohr
Electronic energy = -17686.1913 eV
Relative energy (zero: lowest compared OMol25 entry of this formula, charge and spin) = 219.2 kJ/mol
Highest occupied orbital energy = -8.7 eV